No. 1
This record from OMol25 describes a structure of composition C31H29AlF3N5O2S in a non-equilibrium geometry. The level of theory is the ωB97M-V functional and the def2-TZVPD basis.

Computed properties:
Frontier orbital gap in eV: 6.63
Highest occupied orbital energy in eV: -7.29
Maximum force in eV/A: 9.0
Total charge: 0
LUMO in eV: -0.67

Last column: Mulliken charge in e.
Element x y z (Å)
Al 0.8800 -1.0330 -1.2372  1.5291
O -2.4752 -0.9933 -3.7611  -0.7514
S -2.0963 -0.3955 -2.3972  1.4514
O -1.3397 0.8802 -2.7987  -0.6561
N -0.8725 -1.5014 -1.7478  0.0423
C -1.0582 -2.8657 -1.4740  0.2703
C -2.2476 -3.5717 -1.7083  -0.8225
C -2.3107 -4.9400 -1.3941  -0.9168
C -1.1973 -5.6026 -0.8486  -0.8807
C -0.0104 -4.8946 -0.6123  0.9676
C 1.2059 -5.5167 -0.0386  -0.7588
C 2.3085 -4.7631 0.1605  -0.8792
C 2.2962 -3.3145 -0.1956  0.4074
N 1.2097 -2.7960 -0.7006  0.1730
C 0.0437 -3.5363 -0.9271  0.8229
C -3.5013 -0.0717 -1.3349  -0.4195
C -3.3019 0.1180 0.0384  0.5912
C -4.3924 0.3698 0.8766  -0.6050
C -5.6840 0.4323 0.3446  -0.5830
C -5.8857 0.2428 -1.0263  -0.6732
C -4.7961 -0.0091 -1.8663  -0.5209
H -3.1154 -3.0807 -2.1265  0.4816
H -3.2260 -5.4892 -1.5740  0.4135
H -1.2618 -6.6573 -0.6119  0.4085
H 1.2144 -6.5708 0.2215  0.4534
H 3.2040 -5.2087 0.5805  0.4092
H 3.1842 -2.7099 -0.0314  0.4603
H -2.3042 0.0705 0.4565  0.5248
H -4.2363 0.5164 1.9376  0.4321
H -6.5277 0.6272 0.9940  0.4072
H -6.8857 0.2911 -1.4373  0.3969
H -4.9608 -0.1546 -2.9261  0.5430
F 5.2010 6.5560 0.1995  -0.2653
C 5.7865 5.6672 -0.6506  0.8805
F 7.0854 5.5698 -0.2561  -0.2494
F 5.8082 6.2767 -1.8685  -0.2669
C 5.0924 4.3253 -0.6718  0.2454
C 5.0916 3.5395 -1.8350  -0.6921
C 4.4674 2.2884 -1.8475  -0.5634
C 3.8412 1.8026 -0.6947  0.1840
C 3.8462 2.5754 0.4713  -0.4891
C 4.4704 3.8264 0.4835  -0.7542
C 3.1999 0.5186 -0.7076  0.2926
C 2.6662 -0.5486 -0.7185  -1.1690
H 5.5776 3.9013 -2.7408  0.3855
H 4.4751 1.6972 -2.7619  0.4490
H 3.3664 2.2095 1.3777  0.4417
H 4.4682 4.4143 1.4012  0.3737
C -1.6521 2.8875 1.6482  -0.1910
C -0.7874 2.9723 0.3779  -0.7921
N -0.1920 1.6950 0.0139  0.7942
C -0.1905 0.5680 0.9054  -1.6290
N 0.2490 -0.6099 0.5405  0.3085
C 0.2799 -1.7025 1.5085  0.2510
C -1.0177 -1.6999 2.2979  -0.4976
C -1.0926 -0.3767 3.0696  -0.7889
N -0.7184 0.7544 2.2285  0.6666
C -0.9021 2.1084 2.7148  -0.8998
H -2.5993 2.3460 1.4294  -0.0502
H -1.9048 3.9136 1.9916  0.4311
H 0.0395 3.7002 0.5255  0.3836
H -1.4325 3.3421 -0.4476  0.3467
H 0.3020 1.6599 -0.8872  0.0057
H 1.1224 -1.5481 2.2196  0.2414
H 0.4336 -2.6854 1.0117  -0.6865
H -1.0798 -2.5531 3.0068  0.3691
H -1.8602 -1.7737 1.5749  0.0708
H -0.3989 -0.3998 3.9383  0.4466
H -2.1310 -0.2615 3.4491  0.4092
H 0.0866 2.5887 2.8856  0.2293
H -1.4610 2.1102 3.6764  0.4224
H 0.6042 0.4726 -1.6935  -1.3630



No. 2
This record from OMol25 describes a structure of composition C31H29BaF5N4O7PSe2 in a non-equilibrium geometry. The level of theory is the ωB97M-V functional and the def2-TZVPD basis.

Computed properties:
Frontier orbital gap in eV: 7.57
Highest occupied orbital energy in eV: -5.74
Maximum force in eV/A: 3.1
Total charge: -1
ΔE to the lowest compared entry with this formula, charge and spin in kJ/mol: 49.01
LUMO in eV: 1.82

Last column: Mulliken charge in e.
Element x y z (Å)
Ba 0.9436 1.0578 0.1138  1.8824
C -0.2995 -2.5577 4.9739  -1.1628
N 0.8528 -2.8754 4.1641  0.3626
C 2.0879 -3.2173 4.8578  -1.0169
C 0.8379 -2.9912 2.8249  0.4606
O 1.7462 -3.5164 2.2154  -0.7708
C -0.3197 -2.3305 2.0235  -0.2259
O 0.0428 -1.8539 0.7578  -0.1718
C -0.0745 -2.6800 -0.3503  -0.8935
C 0.2295 -1.8735 -1.5903  0.4989
O 0.9487 -0.8862 -1.5122  -0.7023
N -0.2316 -2.3189 -2.7719  0.2547
C -1.1198 -3.3931 -2.8980  -0.9915
C 0.1430 -1.5234 -3.9590  -1.0916
H -1.0077 -1.9098 4.5187  0.4487
H -0.0096 -2.0783 5.9281  0.3012
H -0.8627 -3.5059 5.1455  0.3000
H 2.9480 -2.6684 4.4775  0.2782
H 2.3732 -4.3098 4.7492  0.3103
H 2.0999 -3.0271 5.8903  0.4199
H -0.5890 -1.4127 2.5753  -0.0592
H -1.2181 -3.0166 1.9479  0.2749
H -1.0731 -3.0816 -0.3393  0.4591
H 0.5614 -3.5527 -0.2653  0.3400
H -1.9778 -3.0914 -3.5009  0.4065
H -1.5607 -3.6092 -1.9227  0.3721
H -0.6398 -4.2509 -3.3167  0.3260
H -0.3351 -0.5814 -3.9517  0.3243
H -0.1044 -2.1629 -4.8086  0.4173
H 1.2213 -1.3371 -3.9861  0.2931
Se -0.8954 3.7050 -1.6787  -0.6062
P -2.4675 2.2940 -2.0143  0.5564
Se -2.1932 0.3451 -1.2819  -0.4557
C -2.6824 2.1745 -3.8265  0.5448
C -3.6002 1.3941 -4.5032  -0.3227
C -3.5129 1.2200 -5.8819  -0.3902
C -2.5844 1.8976 -6.6467  -0.5140
C -1.7329 2.7397 -5.9921  -0.7188
C -1.7267 2.8489 -4.5981  -0.4278
C -4.0514 3.1577 -1.4574  0.4630
C -4.1904 4.5570 -1.6595  -0.5079
C -5.2816 5.2354 -1.1019  -0.6660
C -6.1575 4.5379 -0.2463  -0.3159
C -5.9646 3.1876 0.0243  -0.5934
C -4.9460 2.5179 -0.6225  -0.1400
H -4.3183 0.7771 -3.8735  0.2154
H -4.2475 0.5555 -6.3804  0.3233
H -2.5319 1.7033 -7.7286  0.3629
H -1.0149 3.3040 -6.4838  0.4417
H -1.0631 3.4866 -4.0885  0.2904
H -3.4650 5.0864 -2.2706  0.3775
H -5.4351 6.2972 -1.1902  0.3710
H -6.8601 5.1481 0.3159  0.3179
H -6.5846 2.6690 0.7562  0.3638
H -4.7108 1.4360 -0.3849  0.1041
O 7.5093 0.5632 -0.6588  -0.5380
C 7.1858 -0.6006 -0.1467  0.3171
O 7.9860 -1.4861 0.0874  -0.6424
C 5.7207 -0.7568 0.0040  0.1028
C 5.2184 -1.7539 0.8557  -0.7014
N 3.9005 -1.4878 0.9264  0.1411
N 3.5443 -0.4406 0.1787  0.2755
C 4.6408 0.0532 -0.3944  0.0528
C 4.4700 1.3904 -1.1940  0.5315
O 5.5112 1.7233 -1.8229  -0.8633
O 3.3407 1.9348 -1.2070  -0.6098
H 6.7685 0.9727 -1.1450  0.4856
H 5.7010 -2.5201 1.4318  0.4793
H 3.2315 -2.0240 1.4548  0.0480
F 3.5882 0.0124 3.5475  -0.3908
C 2.3047 0.3338 3.9428  -0.1170
C 1.3342 0.8584 3.1321  -0.3241
C 0.1740 1.0707 3.7209  1.0539
F -0.8857 1.4136 2.8883  -0.3343
C -0.0964 0.9208 5.0747  -0.2301
F -1.3756 1.2284 5.5638  -0.4094
C 0.8787 0.4756 5.8957  0.7769
F 0.7000 0.1604 7.1437  -0.3818
C 2.1513 0.2774 5.3221  -0.0329
F 3.1030 -0.0395 6.2230  -0.4074



No. 3
This record from OMol25 describes a structure of composition C31H29BrN7ORuSSb. The level of theory is the ωB97M-V functional and the def2-TZVPD basis.

Computed properties:
Frontier orbital gap (spin up / spin down) in eV: 5.56 / 5.53
Highest occupied orbital energy (spin up / spin down) in eV: -9.79 / -9.79
Expectation value of S²: 0.79
Maximum force in eV/A: 0.8
Total charge: +1
ΔE to the lowest compared entry with this formula, charge and spin in kJ/mol: 117.66
LUMO (spin up / spin down) in eV: -4.23 / -4.27
Spin multiplicity: 2

Last column: Löwdin spin population.
Element x y z (Å)
Ru 0.6993 -0.4697 1.3220  -0.0014
N -1.0891 -1.3550 5.2218  0.0000
C -0.6579 -0.9258 4.0199  0.0000
S 0.0640 -2.0915 2.9637  -0.0001
N -0.8262 0.3555 3.7708  0.0000
N -0.3723 0.7281 2.5468  0.0000
C -0.5817 1.9541 2.1565  0.0000
C -1.3496 2.9552 2.9338  0.0000
C -1.0068 3.2818 4.2439  0.0000
C -1.7366 4.2314 4.9399  0.0000
C -2.8234 4.8553 4.3418  0.0000
C -3.1756 4.5300 3.0408  0.0000
C -2.4385 3.5882 2.3384  0.0000
C 0.0194 2.3024 0.8662  0.0000
C 0.0419 3.6016 0.3633  0.0000
C 0.6240 3.8489 -0.8650  0.0000
C 1.1673 2.7920 -1.5814  0.0000
C 1.1476 1.5356 -1.0107  0.0000
N 0.6181 1.2917 0.1898  -0.0001
H -1.0680 -2.3337 5.4418  0.0000
H -1.6298 -0.7262 5.7910  0.0000
H -0.1703 2.7870 4.7173  0.0000
H -1.4590 4.4830 5.9550  0.0000
H -3.3948 5.5924 4.8903  0.0000
H -4.0265 5.0062 2.5720  0.0000
H -2.7234 3.3324 1.3245  0.0000
H -0.3983 4.4012 0.9402  0.0000
H 0.6511 4.8555 -1.2596  0.0000
H 1.6167 2.9351 -2.5534  0.0000
H 1.5883 0.6884 -1.5205  0.0000
Br -3.5592 0.0787 -8.7093  0.0383
C -2.7218 -1.1304 -7.5361  0.1237
C -3.4354 -2.2283 -7.0586  -0.0183
C -2.8227 -3.1041 -6.1935  0.1035
C -1.4910 -2.8892 -5.7780  0.0100
C -0.7795 -1.7870 -6.2925  0.1047
C -1.3976 -0.9176 -7.1660  -0.0132
N -0.9951 -3.7798 -4.8726  0.4596
N 0.2548 -3.6014 -4.4872  0.1500
C 0.5779 -3.1628 -3.3233  0.0215
C 2.0207 -3.0683 -3.0930  0.0023
C 2.5616 -2.4926 -2.0124  -0.0021
C 1.6962 -1.9408 -0.9943  0.0001
O 2.1229 -1.3916 0.0314  -0.0020
C 0.2396 -2.0730 -1.1573  0.0003
N -0.4641 -1.5964 -0.1208  -0.0001
C -1.7744 -1.8273 -0.0824  0.0001
C -2.4233 -2.5133 -1.0981  0.0014
C -1.7115 -2.9494 -2.2006  0.0085
C -0.3344 -2.7278 -2.2457  0.0028
H -4.4562 -2.3892 -7.3748  -0.0033
H -3.3448 -3.9733 -5.8158  0.0041
H 0.2567 -1.6325 -6.0252  0.0079
H -0.8556 -0.0765 -7.5751  -0.0032
H 2.6305 -3.4852 -3.8844  0.0014
H 3.6296 -2.4252 -1.8565  -0.0001
H -2.2964 -1.4518 0.7871  0.0001
H -3.4860 -2.6949 -1.0215  0.0000
H -2.2082 -3.4749 -3.0013  0.0038
C 2.8281 0.6440 4.7662  0.0000
Sb 2.7055 0.0042 2.7535  0.0000
C 4.3714 0.9850 1.8729  0.0000
C 3.5907 -1.9095 3.0062  0.0000
H 3.8164 0.3724 5.1331  0.0000
H 2.0648 0.1345 5.3522  0.0000
H 2.6880 1.7195 4.8573  0.0000
H 5.2858 0.6118 2.3308  0.0000
H 4.3150 2.0631 2.0191  0.0000
H 4.3892 0.7764 0.8044  0.0000
H 4.6583 -1.8115 3.2012  0.0000
H 3.4337 -2.5094 2.1128  0.0000
H 3.1099 -2.4055 3.8472  0.0000



No. 4
This record from OMol25 describes a structure of composition C31H29ClF5N7O5PRuS2 in a non-equilibrium geometry. The level of theory is the ωB97M-V functional and the def2-TZVPD basis.

Computed properties:
Frontier orbital gap (spin up / spin down) in eV: 5.56 / 5.43
Highest occupied orbital energy (spin up / spin down) in eV: -7.33 / -7.20
Expectation value of S²: 0.84
Maximum force in eV/A: 1.9
Total charge: 0
LUMO (spin up / spin down) in eV: -1.77 / -1.77
Spin multiplicity: 2

Last column: Löwdin spin population.
Element x y z (Å)
Ru 0.7249 0.4200 0.0422  0.7569
O 5.0855 -3.8711 0.8412  0.0000
C 4.4518 -4.1682 -0.2697  -0.0001
O 4.7847 -5.0888 -0.9751  -0.0001
C 3.2663 -3.3341 -0.6340  0.0000
C 2.4261 -3.5990 -1.7112  0.0013
Cl 2.5424 -4.8264 -2.8675  0.0003
N 1.4670 -2.6396 -1.7404  -0.0013
N 1.6680 -1.7579 -0.7533  -0.0134
C 2.7376 -2.1462 -0.0743  0.0010
C 3.1935 -1.2952 1.0908  0.0009
O 3.9989 -1.7698 1.8995  0.0017
O 2.6926 -0.1460 1.1511  0.0136
C 0.4440 -2.4405 -2.6890  0.0001
C -0.3023 -3.4990 -3.1940  0.0001
C -1.2612 -3.2508 -4.1628  0.0000
C -1.4862 -1.9626 -4.6229  0.0002
C -0.7628 -0.9075 -4.0910  0.0005
C 0.1920 -1.1435 -3.1199  0.0026
H 4.7205 -3.0660 1.3280  0.0000
H -0.1455 -4.4976 -2.8211  0.0000
H -1.8303 -4.0731 -4.5694  0.0000
H -2.2271 -1.7813 -5.3875  0.0000
H -0.9330 0.1008 -4.4341  0.0004
H 0.7597 -0.3313 -2.6938  0.0027
F 4.0682 3.9738 -5.1712  0.0006
C 3.0457 3.5184 -4.4415  0.0016
C 3.2533 2.5286 -3.4836  0.0000
F 4.4781 2.0324 -3.2989  -0.0002
C 2.1873 2.0548 -2.7361  0.0034
F 2.4148 1.0507 -1.8471  0.0257
C 0.8896 2.5679 -2.8772  0.0003
S -0.4335 2.0934 -1.8698  0.0093
C 0.7068 3.5498 -3.8645  0.0013
F -0.5149 4.0506 -4.0706  -0.0001
C 1.7580 4.0123 -4.6412  -0.0004
F 1.5389 4.9349 -5.5827  -0.0002
C -4.6654 -0.3891 -0.2941  -0.0002
N -4.1066 0.0385 0.9753  -0.0015
C -4.0995 -1.0871 1.8915  -0.0002
N -3.3940 -2.2472 1.3702  -0.0024
C -3.9552 -2.6099 0.0810  -0.0003
N -3.9429 -1.5110 -0.8687  -0.0022
C -2.6031 -1.1475 -1.2641  -0.0023
P -1.5259 -0.5889 0.1777  -0.0203
C -2.7955 0.6236 0.8274  -0.0019
C -1.9702 -2.0274 1.2904  -0.0026
H -4.6572 0.4490 -0.9931  0.0000
H -5.7002 -0.6982 -0.1195  -0.0001
H -5.1376 -1.3769 2.0786  -0.0001
H -3.6354 -0.7827 2.8331  0.0000
H -4.9949 -2.9135 0.2341  -0.0001
H -3.3925 -3.4515 -0.3309  0.0000
H -2.6458 -0.3249 -1.9851  0.0002
H -2.1292 -2.0072 -1.7446  0.0000
H -2.8406 1.4565 0.1142  -0.0001
H -2.4584 0.9992 1.7975  0.0000
H -1.5804 -1.8315 2.2906  0.0000
H -1.4848 -2.9292 0.8998  0.0000
C 0.5041 -1.4608 5.4997  0.0006
N -0.1791 -0.7849 4.4198  0.0013
C 0.4354 -0.0848 3.4324  0.0035
N 1.7028 0.3030 3.6261  0.0005
O -0.2184 0.2391 2.4248  0.0324
H -0.1951 -2.1031 6.0298  0.0001
H 0.9167 -0.7474 6.2167  0.0000
H 1.3110 -2.0878 5.1095  0.0000
H -1.1523 -0.9957 4.2692  0.0001
H 2.2548 -0.1140 4.3552  0.0000
H 2.2015 0.5828 2.7797  -0.0001
S 1.5110 2.9887 0.2268  0.1491
C 0.9470 3.9464 1.5521  0.0172
C 1.4709 5.2297 1.7356  0.0091
C 1.0536 5.9925 2.8059  0.0001
C 0.1058 5.4965 3.6896  0.0047
C -0.4252 4.2285 3.4978  -0.0004
C -0.0125 3.4521 2.4350  0.0060
H 2.2077 5.6010 1.0417  0.0013
H 1.4658 6.9792 2.9564  0.0000
H -0.2166 6.0972 4.5272  0.0003
H -1.1639 3.8455 4.1851  -0.0001
H -0.4099 2.4600 2.2661  -0.0001